# 1
{"formula": "C6H19AsF6N5O3Rb", "method": "ωB97M-V with the def2-TZVPD basis set", "largest_force_ha_per_bohr": 0.036, "e_lumo_ev": -0.4, "molar_mass_da": 483.63, "homo_ev": -9.60, "charge": 0, "orbital_gap_ha": 0.3392, "symbols": ["Rb", "As", "F", "F", "F", "F", "F", "F", "C", "C", "C", "O", "C", "N", "H", "H", "H", "H", "H", "H", "H", "H", "H", "H", "H", "C", "O", "N", "N", "H", "H", "H", "H", "C", "O", "N", "N", "H", "H", "H", "H"], "positions_angstrom": [[0.7759, 0.7713, 0.3896], [-2.3068, 2.2531, -1.2968], [-1.1649, 1.7262, -2.5096], [-2.6580, 3.7057, -2.1993], [-3.4000, 2.6978, -0.0140], [-1.9366, 0.7210, -0.4234], [-0.9413, 3.1358, -0.5152], [-3.5327, 1.3862, -2.2286], [2.1263, -3.5700, 0.0959], [0.9465, -3.0619, -0.6973], [-0.3801, -3.0019, 0.0434], [-0.8396, -4.2951, 0.3603], [-1.7775, -4.3916, 1.4074], [1.1642, -1.6978, -1.2155], [2.2325, -2.8754, 0.9394], [3.0391, -3.4848, -0.4943], [2.0018, -4.5835, 0.4662], [0.8278, -3.7316, -1.5591], [-1.1408, -2.5189, -0.5788], [-0.2235, -2.4122, 0.9585], [-1.3062, -4.3147, 2.3932], [-2.2533, -5.3528, 1.2240], [-2.5265, -3.5919, 1.3641], [0.5775, -1.6219, -2.0372], [2.1018, -1.4121, -1.4679], [-1.7746, 2.0922, 3.0317], [-0.9970, 1.3298, 2.4563], [-2.1881, 3.2745, 2.5007], [-2.4623, 1.7312, 4.1627], [-2.0014, 3.6526, 1.5913], [-2.7303, 3.8374, 3.1288], [-2.8941, 2.3944, 4.7733], [-2.2220, 0.8200, 4.5138], [3.2576, 2.0705, -2.2663], [2.5800, 1.0958, -1.9277], [4.4601, 2.3857, -1.6992], [2.8070, 2.9223, -3.2373], [4.7016, 1.9323, -0.8377], [4.7908, 3.3195, -1.8549], [1.8123, 2.9864, -3.3681], [3.4550, 3.6762, -3.3722]], "atomic_forces_ev_per_a": [[-0.319, 0.182, -0.186], [-0.378, -0.888, -1.212], [0.268, 0.262, 0.253], [0.129, -0.452, 0.549], [0.516, -0.097, -0.571], [-0.021, 1.222, -0.250], [-0.772, -0.749, 0.142], [0.412, 0.623, 1.000], [-0.100, 0.984, 0.499], [0.096, -0.306, -1.237], [-0.043, -0.225, 0.413], [0.588, -0.228, -0.121], [-0.070, 0.341, -0.415], [-0.503, 0.004, 0.296], [0.222, -0.276, 0.205], [-0.005, -0.203, -0.057], [-0.094, 0.000, -0.043], [-0.182, -0.178, 0.127], [0.113, 0.310, 0.036], [-0.122, 0.089, 0.021], [0.079, -0.270, -0.012], [-0.138, 0.008, 0.532], [-0.070, -0.077, -0.178], [0.132, 0.494, -0.054], [0.119, -0.482, -0.067], [-0.583, -0.113, -1.658], [0.009, 0.191, 0.645], [0.068, 0.422, 1.438], [0.647, -0.529, -0.003], [0.411, -0.493, -0.210], [-0.260, 0.258, -0.342], [-0.113, 0.059, 0.058], [0.020, 0.178, 0.234], [-1.682, -0.787, 0.191], [0.656, 0.290, 0.342], [-0.035, 0.113, -0.442], [1.407, -0.332, 0.620], [0.043, -0.093, -0.052], [0.293, 0.029, 0.289], [0.018, 0.115, -0.184], [-0.755, 0.609, -0.600]]}

# 2
{"formula": "C39H31BrClF6N3O4PSeW", "method": "ωB97M-V with the def2-TZVPD basis set", "largest_force_ha_per_bohr": 0.131, "e_lumo_ev": [2.2, 2.0], "molar_mass_da": 1128.81, "homo_ev": [-3.10, -3.85], "s2": 2.235, "multiplicity": 3, "charge": -1, "orbital_gap_ha": [0.1934, 0.2167], "symbols": ["W", "O", "C", "C", "C", "C", "C", "C", "C", "O", "N", "N", "C", "C", "Br", "C", "C", "C", "C", "C", "C", "C", "H", "H", "H", "H", "H", "H", "H", "H", "H", "H", "H", "H", "H", "H", "Cl", "C", "C", "C", "C", "C", "C", "P", "C", "C", "C", "C", "C", "C", "C", "C", "C", "C", "C", "C", "H", "H", "H", "H", "H", "H", "H", "H", "H", "H", "H", "H", "H", "H", "C", "C", "O", "C", "F", "F", "F", "C", "F", "F", "F", "H", "H", "H", "O", "Se", "C", "N"], "positions_angstrom": [[-0.5229, -0.8222, -1.1071], [0.0983, -1.0627, -5.0460], [0.4005, 0.1884, -5.5585], [0.4215, 0.1092, -7.0095], [0.6166, 1.1154, -7.8528], [0.7467, 2.4202, -7.4018], [0.6784, 2.6894, -6.1069], [0.6664, 1.2511, -4.6882], [0.3903, 1.0336, -3.0866], [0.8930, -0.3845, -2.8027], [-1.1551, 1.0918, -2.8982], [-1.7797, 0.7403, -1.5880], [-2.5622, -0.4196, -1.6979], [-3.2388, -1.0289, -0.4773], [-1.8385, -1.7870, 0.9417], [-4.5447, -0.9435, -0.2685], [-5.2025, -1.3801, 0.9928], [-5.3445, -2.7260, 1.3187], [-5.9452, -3.1017, 2.5139], [-6.4111, -2.1353, 3.3930], [-6.2751, -0.7903, 3.0737], [-5.6762, -0.4152, 1.8801], [0.2621, -1.0448, -4.0945], [0.2459, -0.8764, -7.4217], [0.6267, 0.9143, -8.9184], [0.8673, 3.2337, -8.1094], [0.7192, 3.7466, -5.8790], [0.7781, 1.8363, -2.5252], [-1.3377, 2.0665, -3.1169], [-2.7263, -0.9243, -2.6483], [-5.1826, -0.4472, -1.0001], [-4.9724, -3.4851, 0.6416], [-6.0406, -4.1520, 2.7619], [-6.8710, -2.4278, 4.3291], [-6.6256, -0.0301, 3.7607], [-5.5552, 0.6359, 1.6461], [1.1123, -2.6190, -0.1216], [1.5797, -2.9906, 1.5075], [2.3915, -4.0416, 1.8843], [2.6504, -4.2238, 3.2362], [2.0934, -3.3674, 4.1761], [1.2768, -2.3137, 3.7816], [1.0180, -2.1034, 2.4321], [-0.0153, -0.7977, 1.6475], [1.3567, 0.5077, 1.3774], [1.2058, 1.9396, 0.9139], [2.2493, 2.9250, 0.8120], [3.5551, 2.5890, 1.0602], [3.7680, 1.0009, 1.4894], [2.6438, 0.1337, 1.6692], [-0.6365, -0.0870, 3.2522], [0.1129, 0.8796, 3.9184], [-0.2886, 1.3528, 5.1596], [-1.4490, 0.8778, 5.7484], [-2.2087, -0.0773, 5.0922], [-1.8090, -0.5487, 3.8500], [2.8121, -4.7098, 1.1438], [3.2830, -5.0416, 3.5580], [2.2965, -3.5211, 5.2285], [0.8706, -1.6760, 4.5556], [0.2529, 2.3351, 0.6998], [2.0086, 3.9344, 0.5382], [4.3756, 3.2775, 1.0017], [4.7694, 0.6954, 1.7389], [2.8647, -0.8483, 2.0687], [1.0199, 1.2687, 3.4787], [0.3094, 2.1010, 5.6649], [-1.7618, 1.2489, 6.7169], [-3.1210, -0.4500, 5.5410], [-2.4225, -1.2914, 3.3610], [3.6675, 0.9647, -0.3842], [3.0451, 1.0270, -1.7503], [1.5214, 0.2688, -1.6208], [3.9642, 0.2676, -2.7348], [4.0829, -1.0157, -2.3759], [3.5576, 0.2877, -4.0036], [5.2158, 0.7765, -2.7331], [3.0669, 2.5602, -2.2135], [4.3179, 3.0042, -2.2447], [2.4958, 2.7631, -3.4904], [2.3909, 3.4636, -1.5353], [3.7691, -0.1205, -0.1659], [2.9341, 1.6546, 0.7363], [4.6688, 1.3823, -0.4270], [0.0535, -2.2418, -2.0985], [-2.4971, 3.1689, 1.7577], [-1.7437, 1.8073, 0.8879], [-1.2778, 0.9347, 0.2640]], "atomic_forces_ev_per_a": [[1.366, -2.352, 1.115], [0.151, 0.695, -1.077], [0.016, -0.454, 1.787], [-0.076, -0.719, 0.830], [-0.021, -0.967, -1.372], [0.041, 0.555, 0.286], [0.387, -1.042, 4.265], [-1.683, 0.926, -4.341], [-3.246, -0.056, -5.222], [-2.269, 5.715, -1.587], [0.557, -0.621, -1.780], [0.473, 0.305, -5.838], [0.795, -2.084, 1.453], [-2.344, 1.756, -3.075], [-3.462, -2.457, -1.098], [0.078, -0.115, 0.695], [-0.049, -0.199, -0.210], [0.021, -0.035, 0.141], [0.043, 0.006, 0.006], [-0.005, 0.005, 0.048], [0.031, -0.043, -0.024], [-0.074, 0.027, 0.073], [-0.210, -0.655, -0.058], [0.062, -0.106, 0.263], [0.006, -0.040, 0.007], [-0.105, 0.083, 0.092], [0.114, -0.152, 0.992], [0.694, 0.140, 0.346], [-0.361, -0.035, 0.230], [-0.066, 0.309, -0.155], [0.119, 0.213, 0.055], [0.007, 0.047, -0.052], [-0.009, 0.003, -0.009], [-0.010, -0.002, -0.012], [0.005, 0.003, -0.005], [0.054, -0.015, -0.041], [2.356, -2.733, 0.288], [-0.356, 0.767, 0.440], [0.054, -0.120, -0.210], [-0.049, 0.053, 0.057], [0.020, -0.071, -0.061], [0.057, -0.108, 0.181], [0.034, -0.466, -0.253], [4.820, 3.887, 2.071], [0.669, 2.390, 0.066], [0.539, -1.562, 0.322], [-0.631, -0.473, 2.670], [0.270, 3.241, 5.907], [-2.053, 2.309, -0.818], [-0.169, -0.629, 3.030], [-0.521, 0.123, -0.430], [-0.004, 0.095, 0.127], [-0.018, -0.044, -0.014], [-0.018, -0.035, 0.104], [0.008, 0.035, -0.014], [0.111, -0.015, 0.022], [-0.018, 0.045, -0.038], [0.004, -0.001, -0.030], [-0.012, 0.017, 0.000], [-0.097, 0.144, -0.165], [-0.344, 0.111, -0.177], [-0.127, 0.000, -0.121], [0.322, -0.390, -0.113], [0.112, 0.155, -0.464], [0.157, 0.163, 0.032], [-0.074, -0.004, 0.040], [-0.002, 0.016, -0.032], [-0.006, 0.019, -0.015], [-0.011, -0.012, -0.031], [-0.065, 0.002, 0.041], [1.984, -5.141, -3.656], [1.239, 2.689, 0.592], [3.347, -0.692, 4.427], [-0.817, -0.307, 0.381], [-0.084, -0.233, 0.050], [-0.165, 0.085, -0.234], [0.230, -0.131, -0.042], [-1.266, -0.918, -2.157], [0.570, 0.388, -0.306], [1.589, -0.622, 0.860], [-0.591, 0.078, 0.870], [0.506, 0.105, -1.374], [0.077, -1.466, -3.719], [0.122, 0.064, -0.301], [-3.029, 1.051, 1.390], [0.012, 0.023, -0.055], [-0.470, -0.353, 0.183], [0.761, -0.168, 3.952]]}

# 3
{"formula": "C19H28ClN5O8S2Sr", "method": "ωB97M-V with the def2-TZVPD basis set", "largest_force_ha_per_bohr": 0.003, "e_lumo_ev": 0.4, "molar_mass_da": 641.67, "homo_ev": -7.88, "e_above_lowest_kj_mol": 16.69, "charge": 0, "orbital_gap_ha": 0.3029, "symbols": ["Sr", "O", "Cl", "O", "O", "O", "C", "N", "C", "C", "C", "N", "C", "C", "O", "H", "H", "H", "H", "H", "H", "H", "H", "H", "H", "H", "H", "N", "C", "C", "C", "C", "C", "C", "S", "O", "O", "N", "C", "S", "C", "C", "N", "H", "H", "H", "H", "H", "H", "H", "H", "C", "C", "C", "O", "C", "H", "H", "H", "H", "H", "H", "H", "H"], "positions_angstrom": [[-0.3508, -1.5934, 0.2228], [-2.9604, -4.5831, 1.5416], [-1.5858, -4.2168, 1.4710], [-0.7370, -5.1953, 2.0523], [-1.3892, -2.9194, 2.1388], [-1.2047, -3.9927, 0.0677], [-4.3042, -1.7672, 0.8010], [-4.5000, -0.3584, 0.4770], [-5.8404, 0.1945, 0.6119], [-5.7892, 1.7047, 0.7056], [-4.9162, 2.2429, -0.4089], [-3.5957, 1.6452, -0.3254], [-2.5019, 2.3386, -0.9889], [-3.4355, 0.3467, 0.0327], [-2.3149, -0.2019, -0.0434], [-3.7318, -1.8996, 1.7181], [-3.7884, -2.2873, -0.0045], [-5.2812, -2.2282, 0.9275], [-6.2902, -0.2279, 1.5114], [-6.4579, -0.1156, -0.2388], [-5.3680, 2.0036, 1.6676], [-6.7962, 2.1150, 0.6342], [-4.7969, 3.3230, -0.3211], [-5.3741, 2.0434, -1.3865], [-2.5785, 3.4017, -0.7637], [-2.5471, 2.2079, -2.0746], [-1.5439, 1.9761, -0.6344], [4.8908, 4.1529, 4.0151], [4.2342, 3.4973, 2.9835], [2.8712, 3.1971, 3.0923], [2.2056, 2.5854, 2.0513], [2.8867, 2.2639, 0.8818], [4.2343, 2.5641, 0.7589], [4.9042, 3.1786, 1.8026], [2.0319, 1.4384, -0.4175], [2.9346, 1.3892, -1.5455], [0.7532, 2.0855, -0.5918], [1.6949, -0.0223, 0.1348], [2.6075, -1.0209, 0.1803], [4.3170, -0.9403, -0.1455], [4.4468, -2.6288, 0.2042], [3.2346, -3.1320, 0.5156], [2.1947, -2.2345, 0.5035], [4.4788, 4.0595, 4.9285], [5.8929, 4.0610, 4.0259], [2.3385, 3.4541, 4.0001], [1.1504, 2.3591, 2.1350], [4.7496, 2.3210, -0.1603], [5.9561, 3.4187, 1.7031], [5.3903, -3.1445, 0.1513], [3.0326, -4.1624, 0.7685], [2.2172, -2.3210, -3.1853], [1.7606, -0.9676, -3.7550], [0.3990, -0.7162, -3.0902], [0.1398, -1.8543, -2.2394], [0.9169, -2.9568, -2.7307], [2.8795, -2.1804, -2.3311], [2.7364, -2.9322, -3.9225], [1.6506, -1.0204, -4.8380], [2.4624, -0.1717, -3.5156], [-0.4094, -0.6433, -3.8215], [0.3906, 0.1741, -2.4620], [0.3798, -3.4327, -3.5577], [1.0253, -3.6743, -1.9180]], "atomic_forces_ev_per_a": [[-0.038, 0.134, -0.092], [0.020, 0.008, -0.001], [-0.071, -0.079, 0.017], [-0.007, -0.004, 0.005], [0.046, -0.028, 0.031], [0.007, -0.005, -0.001], [-0.017, -0.016, -0.020], [0.021, 0.009, 0.006], [0.008, -0.017, 0.002], [-0.001, 0.007, -0.003], [-0.001, -0.005, -0.006], [0.000, -0.001, -0.005], [-0.003, 0.000, 0.008], [-0.014, -0.019, -0.026], [0.047, -0.020, 0.030], [0.002, 0.004, -0.001], [0.004, 0.002, 0.004], [-0.001, 0.009, 0.008], [-0.006, 0.007, 0.000], [-0.003, 0.000, 0.001], [-0.001, 0.000, 0.000], [0.000, 0.003, 0.001], [-0.006, 0.001, 0.003], [0.005, 0.000, -0.002], [0.006, 0.001, 0.002], [-0.004, 0.002, -0.001], [0.001, 0.001, -0.006], [0.004, 0.002, -0.002], [-0.003, 0.003, 0.006], [-0.011, -0.002, -0.002], [0.017, -0.004, -0.012], [-0.015, 0.002, 0.027], [0.005, 0.007, -0.005], [-0.002, 0.001, 0.001], [0.049, -0.011, -0.012], [0.007, -0.012, 0.010], [-0.011, 0.023, 0.011], [-0.059, 0.001, -0.019], [0.042, 0.013, -0.005], [-0.014, 0.014, -0.004], [0.006, -0.023, 0.010], [-0.003, 0.015, -0.005], [0.026, -0.015, 0.008], [-0.002, -0.001, -0.001], [0.000, 0.000, 0.001], [0.004, 0.001, 0.002], [-0.001, 0.000, 0.003], [-0.002, -0.005, -0.001], [0.001, -0.001, -0.002], [0.001, 0.004, 0.000], [-0.003, -0.001, 0.000], [-0.012, -0.015, -0.017], [0.005, -0.003, 0.020], [-0.006, -0.016, -0.017], [0.008, 0.018, 0.065], [-0.020, 0.001, 0.005], [-0.003, 0.006, 0.003], [0.009, 0.002, 0.007], [-0.005, 0.006, 0.000], [0.003, -0.005, 0.001], [0.008, -0.002, -0.009], [-0.014, 0.001, -0.002], [0.003, 0.006, -0.010], [-0.007, -0.007, -0.005]]}

# 4
{"formula": "CH9NO5", "method": "ωB97M-V with the def2-TZVPD basis set", "largest_force_ha_per_bohr": 0.102, "e_lumo_ev": 0.5, "molar_mass_da": 115.09, "homo_ev": -10.00, "e_above_lowest_kj_mol": 43.88, "smiles": "NC(=O)O.O.O.O", "charge": 0, "orbital_gap_ha": 0.3850, "symbols": ["N", "C", "O", "O", "H", "H", "H", "H", "H", "O", "H", "H", "O", "H", "H", "O"], "positions_angstrom": [[1.5421, -0.6341, 0.8627], [2.1846, -0.0102, -0.0900], [1.4197, 0.4901, -1.1599], [3.4103, 0.1359, -0.1423], [0.5955, -1.1328, 0.6158], [1.9967, -0.8731, 1.6842], [1.9407, 0.7173, -1.9096], [-3.4062, 0.2250, -0.6572], [-2.0092, 0.8572, -0.0909], [-2.6593, 0.0713, 0.0131], [-0.0096, 1.5230, -0.6247], [-0.4686, 2.5219, 0.5532], [-0.7462, 2.0689, -0.3367], [-1.5275, -1.2216, 0.2820], [-1.4195, -2.7663, 0.5625], [-0.8435, -1.9726, 0.4377]], "atomic_forces_ev_per_a": [[-4.846, -0.789, -1.776], [3.904, 0.940, -2.279], [-1.637, -1.111, 2.327], [-1.585, 0.190, 0.180], [2.040, 1.017, 0.921], [1.153, -0.508, 1.281], [1.277, 0.183, -0.559], [1.869, -0.327, 1.507], [-1.170, -1.063, 0.009], [-0.564, 1.538, -1.467], [0.695, -0.206, -0.055], [-0.627, -1.430, -2.657], [-0.140, 1.587, 2.730], [0.970, -1.302, 0.127], [0.956, 0.931, -0.115], [-2.294, 0.350, -0.173]]}

# 5
{"formula": "C6H11N2O2S", "method": "ωB97M-V with the def2-TZVPD basis set", "largest_force_ha_per_bohr": 0.087, "e_lumo_ev": -4.3, "molar_mass_da": 175.23, "homo_ev": -13.56, "e_above_lowest_kj_mol": 75.94, "charge": 1, "orbital_gap_ha": 0.3388, "symbols": ["C", "C", "C", "C", "C", "C", "N", "N", "O", "O", "S", "H", "H", "H", "H", "H", "H", "H", "H", "H", "H", "H"], "positions_angstrom": [[1.1154, 1.1761, 0.3196], [1.9717, -0.0293, 0.3575], [-1.0607, 2.0741, 0.4124], [-2.1756, 1.4534, -0.5141], [-2.5136, -1.2463, -0.2228], [4.1006, -0.9745, -0.1307], [-0.1081, 1.0497, 0.5773], [-2.8778, -2.4329, 0.1606], [1.5030, -1.1179, 0.6325], [3.2749, 0.1680, 0.1299], [-3.2099, 0.1640, 0.3991], [1.5096, 2.0968, -0.0913], [-0.6817, 2.9795, -0.1986], [-1.6989, 2.4207, 1.2287], [-2.9093, 2.0400, -0.8756], [-1.6682, 0.9689, -1.2913], [-1.7252, -1.0270, -0.9556], [4.6971, -0.7228, -0.9327], [3.3330, -1.7959, -0.4996], [4.8601, -1.2962, 0.7378], [-2.3525, -3.3271, -0.2433], [-3.3837, -2.6214, 1.0003]], "atomic_forces_ev_per_a": [[-0.575, 1.059, -0.848], [0.558, -2.538, 1.225], [-1.634, 1.642, -2.879], [1.916, -2.096, 2.807], [-0.085, 1.118, 0.495], [-1.450, -2.933, 1.715], [-0.021, -0.994, 1.282], [2.710, -2.976, -1.910], [0.164, 0.799, -0.558], [-0.371, 1.089, 0.065], [0.802, 0.203, -0.500], [0.431, 0.377, 0.134], [-0.406, -1.007, 1.112], [1.192, -0.071, 0.823], [-2.083, 2.615, -1.136], [0.370, -0.861, -1.358], [-0.353, -0.958, 0.141], [1.269, 0.743, -1.732], [2.087, 1.148, 1.188], [-2.360, 0.736, -1.551], [-1.513, 2.716, 1.091], [-0.648, 0.188, 0.393]]}

> Number 2 is which compound?

C39H31BrClF6N3O4PSeW